# 1
29
Properties=species:S:1:pos:R:3 method="wB97M-V/def2-TZVPD" smiles="O=C1NC(=O)N(CC2CCCCC2)C1=O" homo_lumo_gap_ev=10.00 relative_energy_ev=0.000 lumo_ev=-0.5
O -2.21 -1.45 3.80
C -1.85 -1.08 2.70
N -2.68 -0.45 1.85
C -2.19 -0.77 0.63
O -2.85 -0.73 -0.38
N -0.88 -1.20 0.67
C -0.13 -1.74 -0.47
C 0.69 -0.62 -1.14
C -0.10 0.56 -1.78
C -0.22 1.79 -0.89
C 1.14 2.16 -0.27
C 2.30 1.20 -0.57
C 1.83 -0.20 -0.18
C -0.64 -1.49 1.98
O 0.37 -2.03 2.41
H -3.70 -0.41 2.01
H 0.54 -2.50 -0.13
H -0.83 -2.14 -1.22
H 1.21 -1.09 -1.96
H -1.07 0.17 -2.09
H 0.41 0.89 -2.68
H -0.91 1.56 -0.05
H -0.65 2.62 -1.48
H 1.42 3.18 -0.56
H 1.01 2.20 0.82
H 3.18 1.43 0.00
H 2.64 1.26 -1.64
H 1.53 -0.19 0.87
H 2.62 -0.93 -0.25

***

# 2
30
Properties=species:S:1:pos:R:3 method="wB97M-V/def2-TZVPD" smiles="CC[C@H](C)[C@H]1C(=O)[C@H](C(C)=O)C(=O)N1N=O" homo_lumo_gap_ev=9.18 relative_energy_ev=3.986 lumo_ev=-1.0
C -0.25 -2.69 -2.35
C -0.91 -1.32 -2.52
C -1.30 -0.69 -1.12
C -2.01 0.54 -1.32
C -0.21 -0.54 0.03
C 0.94 0.41 -0.26
O 1.43 0.49 -1.39
C 1.24 1.40 0.81
C 2.20 1.06 1.89
C 2.54 2.09 2.90
O 2.63 -0.10 2.08
C -0.09 1.21 1.49
O -0.58 2.13 2.13
N -0.73 0.02 1.32
N -1.73 -0.51 2.09
O -2.00 -1.66 1.77
H -0.11 -3.00 -3.44
H -0.93 -3.37 -1.84
H 0.67 -2.56 -1.78
H -0.13 -0.69 -2.98
H -1.69 -1.31 -3.19
H -1.99 -1.40 -0.63
H -1.38 1.18 -1.84
H -2.34 0.95 -0.44
H -2.93 0.40 -1.93
H 0.18 -1.50 0.27
H 1.51 2.38 0.44
H 2.20 1.64 3.83
H 3.65 2.36 3.11
H 2.11 3.08 2.87

***

# 3
27
Properties=species:S:1:pos:R:3 method="wB97M-V/def2-TZVPD" homo_lumo_gap_ev=8.85 relative_energy_ev=6.428 lumo_ev=0.5
C 2.57 2.97 2.79
C 2.29 1.64 2.15
C 0.97 0.48 0.03
C -1.21 -0.36 -1.11
C -1.51 -1.43 -0.17
C -2.68 -2.20 -0.32
C -3.28 -1.92 -1.64
C -3.17 -0.82 -2.50
C -2.01 0.06 -2.20
C 1.60 -1.63 -0.54
H 3.74 3.26 3.33
H 2.49 3.86 2.11
H 1.72 3.17 3.50
H 1.84 0.87 3.01
H 3.10 1.08 1.47
H -0.35 1.53 -1.21
H -0.74 -1.71 0.52
H -3.00 -2.98 0.37
H -4.24 -2.49 -1.73
H -3.84 -0.86 -3.44
H -1.60 1.11 -2.76
H 1.51 -1.37 -1.62
H 2.42 -2.33 -0.41
H 0.44 -2.06 -0.02
N -0.01 0.52 -0.85
N 1.89 -0.44 0.33
S 1.07 2.04 0.92